Entry 1:
C19H18IrNO2 | the ωB97M-V functional and the def2-TZVPD basis

Summary:
- energy above the lowest of the compared OMol25 structures with the same formula, charge and spin (kJ/mol) = 0.0
- net charge = 0
- HOMO energy (spin up / spin down) (eV) = -4.698 / -8.220
- calculated total energy (eV) = -28409.92293
- 2S+1 = 5

Cartesian coordinates (Å):
1 C 0.693 -1.598 3.077
2 C -0.733 -1.783 2.934
3 C -0.989 -2.107 1.558
4 H -1.481 -1.667 3.717
5 C 0.276 -2.164 0.874
6 C 1.304 -1.809 1.786
7 H 2.366 -1.714 1.566
8 H 1.230 -1.358 3.992
9 H -1.974 -2.277 1.129
10 H 0.419 -2.389 -0.178
11 C -1.054 1.886 1.651
12 C -1.002 1.346 2.980
13 C 0.349 1.737 3.580
14 H -1.869 1.126 3.589
15 C 1.137 1.545 2.299
16 C 0.316 2.015 1.221
17 H 0.665 2.296 0.232
18 H -1.947 2.044 1.044
19 H 0.369 2.794 3.893
20 H 2.216 1.456 2.273
21 Ir -0.087 -0.098 1.815
22 O -0.358 0.030 -0.576
23 C -1.286 -0.689 -1.361
24 C -0.382 -1.183 -2.395
25 H -1.763 -1.529 -0.821
26 H -2.020 0.023 -1.785
27 H -0.070 -2.223 -2.319
28 H 1.129 -2.025 -4.430
29 C 0.814 -0.981 -4.521
30 C 0.087 -0.396 -3.437
31 C -0.219 1.002 -3.514
32 H -0.675 1.464 -2.636
33 C 0.046 1.714 -4.670
34 H -0.237 2.766 -4.728
35 C 0.675 1.092 -5.760
36 H 0.855 1.656 -6.676
37 C 1.083 -0.251 -5.667
38 H 1.601 -0.719 -6.508
39 O -0.435 -0.247 6.449
40 C 0.143 0.306 5.570
41 N 0.810 0.909 4.755

***

Entry 2:
C14H21N3O3S | the ωB97M-V functional and the def2-TZVPD basis

Summary:
- energy above the lowest of the compared OMol25 structures with the same formula, charge and spin (kJ/mol) = 29.2
- net charge = 0
- HOMO energy (eV) = -9.388
- SMILES = CCS(=O)(=O)N1CCC(C(=O)NCc2ccccn2)CC1
- calculated total energy (eV) = -36307.25329
- 2S+1 = 1

Cartesian coordinates (Å):
1 C 2.103 1.973 5.137
2 C 0.840 1.281 4.674
3 S 1.206 0.385 3.134
4 O 2.152 -0.650 3.428
5 O 1.558 1.356 2.132
6 N -0.295 -0.300 2.819
7 C -1.116 0.411 1.858
8 C -1.150 -0.294 0.495
9 C 0.197 -0.995 0.273
10 C 0.228 -1.516 -1.158
11 O -0.094 -2.643 -1.473
12 N 0.642 -0.589 -2.052
13 C 0.442 -0.763 -3.467
14 C -0.635 0.152 -3.995
15 C -1.085 0.045 -5.309
16 C -2.074 0.909 -5.743
17 C -2.580 1.849 -4.856
18 C -2.062 1.876 -3.572
19 N -1.116 1.054 -3.151
20 C 0.348 -2.133 1.288
21 C -0.288 -1.739 2.628
22 H 1.935 2.527 6.058
23 H 2.881 1.231 5.303
24 H 2.444 2.658 4.365
25 H 0.491 0.531 5.377
26 H 0.043 1.979 4.440
27 H -0.679 1.405 1.753
28 H -2.128 0.509 2.268
29 H -1.344 0.433 -0.295
30 H -1.943 -1.043 0.469
31 H 0.996 -0.261 0.413
32 H 0.743 0.367 -1.743
33 H 0.158 -1.809 -3.624
34 H 1.379 -0.573 -4.006
35 H -0.668 -0.702 -5.966
36 H -2.449 0.851 -6.754
37 H -3.354 2.539 -5.153
38 H -2.416 2.588 -2.838
39 H -0.131 -3.028 0.887
40 H 1.407 -2.343 1.435
41 H 0.274 -2.167 3.458
42 H -1.326 -2.075 2.693

***

Entry 3:
C34H27N8S2SbZn | the ωB97M-V functional and the def2-TZVPD basis

Summary:
- energy above the lowest of the compared OMol25 structures with the same formula, charge and spin (kJ/mol) = 78.4
- net charge = 0
- HOMO energy (eV) = -7.040
- calculated total energy (eV) = -124243.72822
- 2S+1 = 1

Cartesian coordinates (Å):
1 Zn -0.572 1.833 -0.524
2 C -2.201 4.430 -2.229
3 C -1.246 5.028 -1.253
4 C -1.194 6.420 -1.177
5 C -0.343 7.040 -0.297
6 C 0.453 6.238 0.498
7 C 0.374 4.855 0.382
8 N -0.469 4.240 -0.482
9 Sb 1.801 3.979 1.752
10 C 0.590 2.639 2.933
11 C 0.693 2.907 4.293
12 C 0.009 2.100 5.185
13 C -0.741 1.063 4.671
14 C -0.810 0.854 3.292
15 C -1.626 -0.304 2.809
16 N -0.146 1.648 2.430
17 C 2.949 2.653 0.489
18 C 4.315 2.870 0.624
19 C 5.189 2.080 -0.099
20 C 4.654 1.115 -0.926
21 C 3.270 0.958 -1.030
22 C 2.764 -0.095 -1.965
23 N 2.425 1.729 -0.318
24 H -2.719 5.215 -2.777
25 H -2.941 3.821 -1.713
26 H -1.674 3.796 -2.939
27 H -1.837 7.000 -1.822
28 H -0.296 8.119 -0.227
29 H 1.145 6.666 1.212
30 H 1.304 3.734 4.631
31 H 0.063 2.275 6.251
32 H -1.278 0.394 5.329
33 H -2.347 -0.595 3.571
34 H -0.983 -1.163 2.604
35 H -2.162 -0.058 1.897
36 H 4.671 3.649 1.286
37 H 6.260 2.210 -0.016
38 H 5.300 0.469 -1.503
39 H 3.591 -0.711 -2.316
40 H 2.287 0.365 -2.828
41 H 2.018 -0.731 -1.500
42 S -0.553 1.709 -2.916
43 C -2.261 1.443 -3.122
44 C -2.660 1.186 -4.466
45 N -2.944 0.987 -5.564
46 C -3.219 1.485 -2.148
47 S -2.978 1.813 -0.453
48 C -4.577 1.272 -2.524
49 N -5.683 1.116 -2.804
50 N 0.777 -5.464 0.261
51 C 0.378 -6.767 0.075
52 C 0.978 -7.994 0.333
53 C 0.245 -9.122 0.023
54 C -1.041 -9.039 -0.530
55 C -1.636 -7.824 -0.796
56 C -0.911 -6.673 -0.487
57 N -1.256 -5.352 -0.640
58 C -0.242 -4.662 -0.190
59 C -0.236 -3.202 -0.177
60 C -1.215 -2.534 -0.914
61 C -1.238 -1.154 -0.901
62 N -0.361 -0.420 -0.213
63 C 0.561 -1.054 0.502
64 C 0.669 -2.431 0.552
65 H 1.666 -5.160 0.614
66 H 1.971 -8.066 0.757
67 H 0.671 -10.097 0.212
68 H -1.573 -9.955 -0.753
69 H -2.624 -7.746 -1.226
70 H -1.940 -3.104 -1.474
71 H -1.990 -0.615 -1.461
72 H 1.246 -0.428 1.062
73 H 1.435 -2.882 1.170